1.
A structure of composition C3H5CaO3, computed with ωB97M-V/def2-TZVPD.

Properties
- Energy relative to the best compared isomer or geometry (same formula, charge and spin): 27.3 kcal/mol
- Orbital gap: 10.50 eV
- Electronic energy: -27738.4412 eV
- LUMO level: -14.21 eV

The geometry in ORCA input format:
```
! RIJCOSX wB97M-V def2-TZVPD def2/J DEFGRID3
* xyz 3 1
O -0.046 0.097 -0.623
C -0.578 0.498 0.458
C -0.742 1.896 0.747
H -0.703 -0.284 1.219
H -0.289 2.563 0.010
H -0.350 2.059 1.769
H -1.831 2.058 0.860
O 1.525 -0.968 -1.733
C 1.082 -1.313 -0.642
O 0.632 -2.293 -0.133
Ca 0.456 -4.429 -0.075
H 0.843 0.115 -1.856
*
```

Want to see where the charge sits? The Mulliken charges in e are: O -0.522; C 0.398; C -0.902; H 0.327; H 0.349; H 0.362; H 0.365; O -0.298; C 0.859; O -0.552; Ca 1.920; H 0.694

=====

2.
A cluster of 2 separate species, C3H5Cl in total, computed with ωB97M-V/def2-TZVPD.

Properties
- Structure (SMILES): C#CCl.C
- Energy relative to the best compared isomer or geometry (same formula, charge and spin): 47.3 kcal/mol
- Orbital gap: 10.96 eV
- Electronic energy: -15711.7935 eV
- LUMO level: 0.78 eV

The geometry in ORCA input format:
```
! RIJCOSX wB97M-V def2-TZVPD def2/J DEFGRID3
* xyz 0 1
C 1.107 1.755 0.502
C 0.694 2.202 -0.544
Cl 0.200 3.086 -1.835
H 1.603 1.315 1.292
C -0.723 -1.684 0.155
H -0.020 -1.665 0.997
H -1.717 -2.132 0.450
H -0.921 -0.659 -0.289
H -0.223 -2.218 -0.728
*
```

Want to see where the charge sits? The Mulliken charges in e are: C -0.257; C 0.011; Cl -0.140; H 0.388; C -0.771; H 0.191; H 0.230; H 0.137; H 0.211

=====

3.
The molecule C3H5Cl2F, computed with ωB97M-V/def2-TZVPD.

Properties
- Structure (SMILES): C[C@H](Cl)[C@@H](F)Cl
- Energy relative to the best compared isomer or geometry (same formula, charge and spin): 16.9 kcal/mol
- Orbital gap: 11.57 eV
- Electronic energy: -30953.7589 eV
- LUMO level: 0.71 eV

The geometry in ORCA input format:
```
! RIJCOSX wB97M-V def2-TZVPD def2/J DEFGRID3
* xyz 0 1
C 0.151 -0.724 -1.140
C -0.325 0.255 -0.125
Cl -0.158 1.985 -0.908
C 0.160 0.215 1.244
F 1.335 0.915 1.359
Cl -0.969 0.778 2.420
H 0.225 -0.196 -2.121
H -0.567 -1.656 -1.156
H 1.106 -1.058 -0.790
H -1.342 0.295 -0.134
H 0.383 -0.808 1.349
*
```

Want to see where the charge sits? The Mulliken charges in e are: C -1.133; C -0.111; Cl -0.218; C 0.198; F -0.228; Cl -0.154; H 0.377; H 0.269; H 0.315; H 0.418; H 0.266

=====

4.
The molecule C3H5Cl2N, computed with ωB97M-V/def2-TZVPD.

Properties
- Structure (SMILES): CN/C(Cl)=C\Cl
- Energy relative to the best compared isomer or geometry (same formula, charge and spin): 29.1 kcal/mol
- Orbital gap: 9.01 eV
- Electronic energy: -29725.3501 eV
- LUMO level: 0.74 eV

The geometry in ORCA input format:
```
! RIJCOSX wB97M-V def2-TZVPD def2/J DEFGRID3
* xyz 0 1
C 1.118 -0.169 -1.493
N 0.384 0.346 -0.205
C -0.714 -0.122 0.558
Cl -1.191 -1.686 -0.152
C -1.384 0.208 1.716
Cl -1.058 1.713 2.473
H 1.617 -1.185 -1.466
H 0.329 -0.238 -2.226
H 1.792 0.705 -1.678
H 1.206 0.840 0.289
H -2.099 -0.412 2.185
*
```

Want to see where the charge sits? The Mulliken charges in e are: C -0.786; N -0.342; C 0.451; Cl -0.240; C -0.446; Cl -0.193; H 0.241; H 0.326; H 0.331; H 0.250; H 0.408

=====

5.
The molecule C3H5ClFN, computed with ωB97M-V/def2-TZVPD.

Properties
- Structure (SMILES): FC1(Cl)CNC1
- Energy relative to the best compared isomer or geometry (same formula, charge and spin): 0.3 kcal/mol
- Orbital gap: 10.86 eV
- Electronic energy: -19921.1157 eV
- LUMO level: 0.94 eV

The geometry in ORCA input format:
```
! RIJCOSX wB97M-V def2-TZVPD def2/J DEFGRID3
* xyz 0 1
F -1.211 1.712 0.020
C -0.714 0.452 0.021
Cl -2.116 -0.685 -0.022
C 0.316 0.079 -1.038
N 1.055 -0.737 -0.011
C 0.303 -0.002 1.044
H 0.923 0.976 -1.299
H 0.025 -0.449 -1.947
H 0.638 -1.679 -0.037
H 0.865 0.854 1.359
H -0.086 -0.523 1.910
*
```

Want to see where the charge sits? The Mulliken charges in e are: F -0.290; C 0.865; Cl -0.223; C -0.625; N -0.482; C -0.679; H 0.235; H 0.300; H 0.323; H 0.257; H 0.320

=====

6.
The molecule C3H5ClFN, computed with ωB97M-V/def2-TZVPD.

Properties
- Structure (SMILES): F[C@H]1C[C@@H]1NCl
- Energy relative to the best compared isomer or geometry (same formula, charge and spin): 50.5 kcal/mol
- Orbital gap: 9.47 eV
- Electronic energy: -19918.9413 eV
- LUMO level: 0.64 eV

The geometry in ORCA input format:
```
! RIJCOSX wB97M-V def2-TZVPD def2/J DEFGRID3
* xyz 0 1
F -1.586 1.308 -1.456
C -1.370 0.535 -0.296
C -0.490 -0.641 -0.410
C 0.191 0.506 0.313
N 0.344 0.548 1.766
Cl -0.905 -0.149 2.778
H -2.232 0.579 0.219
H -0.201 -0.650 -1.445
H -0.750 -1.592 -0.130
H 0.941 1.157 -0.257
H 0.386 1.528 2.014
*
```

Want to see where the charge sits? The Mulliken charges in e are: F -0.323; C 0.001; C -0.605; C -0.209; N -0.360; Cl -0.113; H 0.390; H 0.270; H 0.290; H 0.330; H 0.330

=====

7.
The molecule C3H5ClFN, computed with ωB97M-V/def2-TZVPD.

Properties
- Structure (SMILES): NC/C(Cl)=C\F
- Energy relative to the best compared isomer or geometry (same formula, charge and spin): 3.6 kcal/mol
- Orbital gap: 10.16 eV
- Electronic energy: -19920.9728 eV
- LUMO level: 0.93 eV

The geometry in ORCA input format:
```
! RIJCOSX wB97M-V def2-TZVPD def2/J DEFGRID3
* xyz 0 1
N -1.367 0.960 -0.498
C -0.431 0.516 0.504
C 0.275 -0.758 0.050
Cl -0.739 -2.074 -0.058
C 1.555 -0.986 -0.241
F 2.524 -0.061 -0.078
H -0.916 1.521 -1.199
H -2.148 1.476 -0.173
H -1.061 0.217 1.366
H 0.421 1.189 0.861
H 1.888 -2.000 -0.533
*
```

Want to see where the charge sits? The Mulliken charges in e are: N -0.490; C -0.402; C 0.308; Cl -0.208; C -0.245; F -0.245; H 0.195; H 0.212; H 0.321; H 0.220; H 0.335

=====

8.
A cluster of 2 separate species, C3H5ClN2 in total, computed with ωB97M-V/def2-TZVPD.

Properties
- Energy relative to the best compared isomer or geometry (same formula, charge and spin): 71.3 kcal/mol
- Orbital gap: 7.01 eV
- Electronic energy: -18691.0190 eV
- LUMO level: -1.56 eV

The geometry in ORCA input format:
```
! RIJCOSX wB97M-V def2-TZVPD def2/J DEFGRID3
* xyz 0 1
C -1.961 -0.077 -1.234
C 1.261 0.157 -0.575
C 0.213 0.290 0.569
N -2.957 0.353 -1.620
N -0.009 -0.816 1.374
Cl -0.411 1.848 0.915
H 2.247 0.582 -0.279
H 1.424 -0.769 -1.062
H 0.750 0.932 -1.136
H -0.632 -0.758 2.096
H 0.075 -1.741 0.952
*
```

Want to see where the charge sits? The Mulliken charges in e are: C -0.211; C -0.932; C 0.548; N -0.532; N -0.347; Cl -0.026; H 0.325; H 0.379; H 0.291; H 0.229; H 0.278

=====

9.
The molecule C3H5ClN2, computed with ωB97M-V/def2-TZVPD.

Properties
- Structure (SMILES): C[C@@](N)(Cl)C#N
- Energy relative to the best compared isomer or geometry (same formula, charge and spin): 8.0 kcal/mol
- Orbital gap: 11.67 eV
- Electronic energy: -18693.7652 eV
- LUMO level: 0.78 eV

The geometry in ORCA input format:
```
! RIJCOSX wB97M-V def2-TZVPD def2/J DEFGRID3
* xyz 0 1
C -0.139 0.018 -0.969
C 0.888 -0.146 0.170
N 0.270 -0.187 1.416
Cl 2.016 -1.506 -0.201
C 1.932 1.079 0.065
N 2.648 1.967 0.028
H -0.118 -0.867 -1.544
H -1.129 0.150 -0.580
H 0.265 0.850 -1.482
H 0.963 0.083 2.101
H 0.044 -1.142 1.640
*
```

Want to see where the charge sits? The Mulliken charges in e are: C -1.366; C 1.063; N -0.576; Cl -0.206; C -0.183; N -0.369; H 0.368; H 0.322; H 0.368; H 0.307; H 0.272

=====

10.
The molecule C3H5ClN2O, computed with ωB97M-V/def2-TZVPD.

Properties
- Structure (SMILES): CC1=NN(Cl)OC1
- Energy relative to the best compared isomer or geometry (same formula, charge and spin): 104.9 kcal/mol
- Orbital gap: 9.33 eV
- Electronic energy: -20738.0672 eV
- LUMO level: 0.41 eV

The geometry in ORCA input format:
```
! RIJCOSX wB97M-V def2-TZVPD def2/J DEFGRID3
* xyz 0 1
C 1.458 0.999 0.052
C 0.173 0.266 0.117
N -0.886 0.745 0.599
N -1.861 -0.122 0.582
Cl -3.144 0.433 -0.463
O -1.378 -1.381 0.092
C -0.035 -1.158 -0.302
H 2.203 0.671 0.929
H 1.026 1.987 0.274
H 1.930 0.949 -0.867
H -0.023 -1.475 -1.331
H 0.537 -1.913 0.318
*
```

Want to see where the charge sits? The Mulliken charges in e are: C -1.079; C 0.678; N -0.442; N 0.120; Cl -0.099; O -0.271; C -0.243; H 0.234; H 0.334; H 0.350; H 0.218; H 0.201